No. 1
C3H6OS | ωB97M-V/def2-TZVPD

The value obtained for the HOMO energy (alpha / beta) is -0.344 / -0.302 Ha. The total energy comes out at -591.1686 a.u. Its total charge is 0.

CARTESIAN COORDINATES (ANGSTROEM)
1 C -0.111 1.033 0.785
2 C -0.346 -0.257 0.092
3 C 1.018 -0.659 -0.548
4 O -1.424 -0.424 -0.800
5 S -2.701 0.632 -0.483
6 H -0.740 1.814 0.782
7 H 0.794 1.053 1.495
8 H -0.390 -0.872 0.951
9 H 0.812 -1.513 -1.231
10 H 1.706 -1.015 0.244
11 H 1.382 0.208 -1.286

Need the Mulliken charges? In units of e they are: atom 1 (C): -1.00, atom 2 (C): 0.58, atom 3 (C): -1.01, atom 4 (O): -0.29, atom 5 (S): -0.06, atom 6 (H): 0.40, atom 7 (H): 0.26, atom 8 (H): 0.20, atom 9 (H): 0.32, atom 10 (H): 0.35, atom 11 (H): 0.26



No. 2
C3H6OS | ωB97M-V/def2-TZVPD

The value obtained for the HOMO energy is -0.325 Ha. The total energy comes out at -591.2819 a.u. Its total charge is 0. As for the SMILES: O=CCCS.

CARTESIAN COORDINATES (ANGSTROEM)
1 O -1.334 1.486 0.451
2 C -0.370 1.456 -0.364
3 C 0.420 0.227 -0.800
4 C -0.024 -0.987 0.108
5 S 0.611 -0.565 1.726
6 H 0.007 2.314 -0.931
7 H 1.506 0.415 -0.787
8 H 0.221 0.084 -1.849
9 H 0.330 -1.897 -0.134
10 H -1.028 -1.211 0.092
11 H -0.339 -1.321 2.488

Need the Mulliken charges? In units of e they are: atom 1 (O): -0.49, atom 2 (C): 0.19, atom 3 (C): -0.73, atom 4 (C): -0.75, atom 5 (S): -0.26, atom 6 (H): 0.33, atom 7 (H): 0.34, atom 8 (H): 0.33, atom 9 (H): 0.49, atom 10 (H): 0.42, atom 11 (H): 0.14



No. 3
C3H6OS | ωB97M-V/def2-TZVPD

The value obtained for the HOMO energy is -0.346 Ha. The total energy comes out at -591.2176 a.u. Its total charge is 0.

CARTESIAN COORDINATES (ANGSTROEM)
1 C 0.734 0.945 -0.021
2 C -0.662 0.473 0.595
3 C -0.655 -0.938 0.421
4 H 1.021 1.727 0.534
5 H 0.667 1.055 -1.104
6 H 1.805 0.279 -0.184
7 H 0.331 -1.251 0.768
8 H -1.500 -1.512 1.008
9 H 0.508 -0.589 -1.927
10 O -1.391 1.232 1.150
11 S -0.857 -1.421 -1.240

Need the Mulliken charges? In units of e they are: atom 1 (C): -1.29, atom 2 (C): 0.73, atom 3 (C): -0.55, atom 4 (H): 0.37, atom 5 (H): 0.38, atom 6 (H): 0.29, atom 7 (H): 0.32, atom 8 (H): 0.30, atom 9 (H): 0.13, atom 10 (O): -0.50, atom 11 (S): -0.20



No. 4
C3H6OS | ωB97M-V/def2-TZVPD

The value obtained for the HOMO energy is -0.332 Ha. The total energy comes out at -591.2342 a.u. Its total charge is 0. As for the SMILES: C=COCS.

CARTESIAN COORDINATES (ANGSTROEM)
1 C -1.855 -0.382 -1.070
2 C -0.610 -0.536 -0.672
3 O -0.146 0.284 0.380
4 C 1.353 0.051 0.923
5 S 2.128 1.633 0.839
6 H -2.078 -1.091 -1.770
7 H -2.492 0.390 -0.838
8 H -0.116 -1.382 -0.974
9 H 1.942 -0.779 0.587
10 H 1.014 -0.235 1.899
11 H 0.859 2.049 0.695

Need the Mulliken charges? In units of e they are: atom 1 (C): -0.81, atom 2 (C): 0.07, atom 3 (O): -0.39, atom 4 (C): -0.36, atom 5 (S): -0.21, atom 6 (H): 0.27, atom 7 (H): 0.32, atom 8 (H): 0.29, atom 9 (H): 0.34, atom 10 (H): 0.32, atom 11 (H): 0.17



No. 5
C3H6OSe | ωB97M-V/def2-TZVPD

The value obtained for the HOMO energy is -0.280 Ha. The total energy comes out at -2594.4439 a.u. Its total charge is 0. As for the SMILES: OC1=C[Se]1.C.

CARTESIAN COORDINATES (ANGSTROEM)
1 O 3.784 2.380 -0.347
2 C 3.352 1.224 0.088
3 C 2.499 0.736 0.905
4 Se 3.187 -0.822 -0.031
5 H 4.042 2.341 -1.291
6 H 1.846 0.748 1.773
7 C -1.345 -0.932 -0.210
8 H -2.029 -1.466 0.425
9 H -0.273 -0.899 0.095
10 H -1.755 0.012 -0.297
11 H -1.139 -1.387 -1.186

Need the Mulliken charges? In units of e they are: atom 1 (O): -0.45, atom 2 (C): 0.01, atom 3 (C): -0.19, atom 4 (Se): -0.15, atom 5 (H): 0.39, atom 6 (H): 0.40, atom 7 (C): -0.88, atom 8 (H): 0.26, atom 9 (H): 0.11, atom 10 (H): 0.27, atom 11 (H): 0.25



No. 6
C3H6OZn | ωB97M-V/def2-TZVPD

The value obtained for the HOMO energy (alpha / beta) is -0.486 / -0.557 Ha. The total energy comes out at -1972.0387 a.u. Its expectation value of S² is 0.756. Its multiplicity is 2. Its total charge is +1.

CARTESIAN COORDINATES (ANGSTROEM)
1 C 1.691 -0.714 -0.683
2 C 0.259 -1.137 -0.636
3 O -0.411 0.121 -0.295
4 C -1.261 0.042 0.835
5 Zn 1.055 1.161 -0.994
6 H -0.512 -0.468 1.602
7 H 0.126 -1.904 0.152
8 H -0.272 -1.625 -1.473
9 H -1.623 1.037 1.129
10 H -2.103 -0.629 0.616
11 H 2.402 -1.507 -0.930

Need the Mulliken charges? In units of e they are: atom 1 (C): -0.53, atom 2 (C): -0.05, atom 3 (O): -0.24, atom 4 (C): -0.59, atom 5 (Zn): 0.39, atom 6 (H): 0.32, atom 7 (H): 0.37, atom 8 (H): 0.35, atom 9 (H): 0.24, atom 10 (H): 0.25, atom 11 (H): 0.48



No. 7
C3H6P2 | ωB97M-V/def2-TZVPD

The value obtained for the HOMO energy (alpha / beta) is -0.246 / -0.330 Ha. The total energy comes out at -800.3740 a.u. Its expectation value of S² is 2.055. Its multiplicity is 3. Its total charge is 0.

CARTESIAN COORDINATES (ANGSTROEM)
1 C -0.779 0.485 0.109
2 C -1.064 -0.781 -0.505
3 C 0.023 -0.745 0.520
4 P 2.784 0.891 0.373
5 P 2.416 -0.962 -0.327
6 H -0.126 1.207 -0.523
7 H -1.377 1.017 0.797
8 H -1.926 -1.324 -0.108
9 H -0.827 -1.059 -1.429
10 H -0.124 -1.120 1.425
11 H 3.960 1.047 -0.399

Need the Mulliken charges? In units of e they are: atom 1 (C): -0.33, atom 2 (C): -0.44, atom 3 (C): -0.55, atom 4 (P): -0.08, atom 5 (P): 0.06, atom 6 (H): 0.17, atom 7 (H): 0.28, atom 8 (H): 0.20, atom 9 (H): 0.27, atom 10 (H): 0.39, atom 11 (H): 0.04



No. 8
C3H6S | ωB97M-V/def2-TZVPD

The value obtained for the HOMO energy (alpha / beta) is -0.328 / -0.288 Ha. The total energy comes out at -515.8574 a.u. Its total charge is 0.

CARTESIAN COORDINATES (ANGSTROEM)
1 C 2.647 0.044 -0.372
2 C 0.695 0.461 0.325
3 C -2.092 -0.288 -0.018
4 S -0.520 -0.593 0.973
5 H 3.217 0.918 -0.044
6 H 3.029 -0.761 0.252
7 H 0.134 1.112 -0.314
8 H -2.870 -0.946 0.324
9 H -1.922 -0.687 -1.035
10 H -2.317 0.740 -0.091

Need the Mulliken charges? In units of e they are: atom 1 (C): -0.47, atom 2 (C): -0.33, atom 3 (C): -0.89, atom 4 (S): 0.04, atom 5 (H): 0.22, atom 6 (H): 0.20, atom 7 (H): 0.26, atom 8 (H): 0.33, atom 9 (H): 0.32, atom 10 (H): 0.32



No. 9
C3H6S | ωB97M-V/def2-TZVPD

The value obtained for the HOMO energy is -0.328 Ha. The total energy comes out at -515.9844 a.u. Its total charge is 0. As for the SMILES: C=C.C=S.

CARTESIAN COORDINATES (ANGSTROEM)
1 C 0.147 -0.742 -0.698
2 C -1.100 -0.365 -0.641
3 H 0.831 0.129 -0.722
4 H 0.407 -1.781 -0.485
5 H -1.227 0.717 -0.568
6 H -1.912 -1.102 -0.612
7 C 0.613 1.464 1.389
8 S -0.778 2.183 1.588
9 H 0.756 0.485 1.394
10 H 1.471 1.933 1.146

Need the Mulliken charges? In units of e they are: atom 1 (C): -0.79, atom 2 (C): -0.24, atom 3 (H): 0.38, atom 4 (H): 0.26, atom 5 (H): 0.15, atom 6 (H): 0.24, atom 7 (C): -0.61, atom 8 (S): -0.21, atom 9 (H): 0.50, atom 10 (H): 0.32



No. 10
C3H6S2 | ωB97M-V/def2-TZVPD

The value obtained for the HOMO energy is -0.336 Ha. The total energy comes out at -914.2283 a.u. Its total charge is 0. As for the SMILES: C=C(C)SS.

CARTESIAN COORDINATES (ANGSTROEM)
1 C -0.816 -1.103 0.801
2 C -0.173 -0.432 -0.234
3 C -0.817 0.839 -0.829
4 S 1.480 -0.749 -0.730
5 S 2.571 0.766 0.175
6 H -0.158 -1.865 1.360
7 H -1.835 -0.856 0.854
8 H -0.394 1.764 -0.241
9 H -0.672 0.846 -1.974
10 H -1.925 0.709 -0.555
11 H 2.739 0.079 1.372

Need the Mulliken charges? In units of e they are: atom 1 (C): -0.72, atom 2 (C): 0.42, atom 3 (C): -0.89, atom 4 (S): -0.13, atom 5 (S): -0.20, atom 6 (H): 0.22, atom 7 (H): 0.30, atom 8 (H): 0.26, atom 9 (H): 0.27, atom 10 (H): 0.30, atom 11 (H): 0.17